Entry 1:
{
  "formula": "C7H21AuFOP2",
  "method": "wB97M-V/def2-TZVPD",
  "s2": 2.01,
  "largest_force_ev_per_a": 2.518,
  "mol_weight_g_mol": 399.16,
  "e_tot_ev": -34625.6871,
  "lumo_ev": [-2.58, -6.45],
  "total_charge": 1,
  "spin_multiplicity": 3,
  "species": ["Au", "H", "H", "P", "P", "C", "H", "H", "H", "C", "H", "H", "H", "C", "H", "H", "H", "C", "H", "H", "H", "C", "H", "H", "H", "C", "H", "H", "H", "C", "O", "H", "F"],
  "xyz": [[-0.121, -0.264, -0.082], [1.998, -0.076, 3.630], [1.596, -0.588, 3.220], [-1.792, 0.736, 1.159], [1.637, -0.267, -1.680], [1.714, -1.760, -2.707], [2.531, -1.722, -3.439], [1.916, -2.572, -2.000], [0.758, -1.950, -3.207], [1.752, 1.082, -2.869], [1.900, 1.995, -2.273], [2.587, 0.914, -3.574], [0.779, 1.073, -3.379], [3.237, -0.226, -0.818], [3.189, -1.102, -0.163], [4.112, -0.302, -1.473], [3.304, 0.677, -0.194], [-2.693, 2.187, 0.528], [-3.511, 2.513, 1.189], [-1.980, 3.018, 0.417], [-3.116, 1.940, -0.455], [-3.103, -0.461, 1.522], [-2.678, -1.285, 2.110], [-3.911, 0.034, 2.084], [-3.499, -0.890, 0.593], [-1.289, 1.290, 2.812], [-0.491, 2.039, 2.719], [-2.136, 1.719, 3.379], [-0.876, 0.426, 3.348], [-0.375, -2.377, 0.245], [-1.292, -3.084, 0.021], [-0.985, 0.220, -1.416], [0.840, -2.936, 0.751]],
  "lowdin_spin": [0.675, 0.003, 0.006, 0.119, 0.132, -0.001, 0.000, 0.001, 0.001, 0.026, 0.001, 0.004, 0.005, 0.039, 0.002, 0.007, 0.002, 0.021, 0.003, 0.001, 0.003, -0.001, 0.001, -0.001, 0.000, 0.036, 0.002, 0.006, 0.001, 0.297, 0.138, 0.320, 0.151]
}


Entry 2:
{
  "formula": "C54H37N5O2PbS3",
  "method": "wB97M-V/def2-TZVPD",
  "largest_force_ev_per_a": 0.262,
  "mol_weight_g_mol": 1091.32,
  "e_tot_ev": -105898.8148,
  "lumo_ev": -1.49,
  "relative_energy_kcal_mol": 12.1,
  "species": ["Pb", "C", "C", "C", "C", "C", "C", "C", "C", "C", "C", "C", "C", "C", "C", "C", "C", "C", "C", "C", "N", "C", "C", "C", "C", "C", "C", "C", "C", "C", "C", "C", "C", "N", "C", "C", "C", "C", "C", "N", "C", "C", "C", "C", "C", "C", "C", "C", "N", "H", "H", "H", "H", "H", "H", "H", "H", "H", "H", "H", "H", "H", "H", "H", "H", "H", "H", "H", "H", "H", "H", "H", "H", "H", "H", "H", "H", "O", "C", "O", "C", "C", "C", "C", "C", "C", "S", "H", "H", "H", "H", "S", "C", "N", "C", "C", "S", "H", "H", "H", "H", "H"],
  "xyz": [[-0.131, -0.730, -0.035], [-5.592, 3.988, 2.995], [-5.723, 2.628, 2.750], [-4.674, 1.917, 2.187], [-3.484, 2.561, 1.863], [-3.354, 3.923, 2.117], [-4.404, 4.634, 2.681], [-2.355, 1.802, 1.246], [-2.481, 1.479, -0.109], [-3.602, 1.823, -0.937], [-3.335, 1.366, -2.190], [-2.039, 0.753, -2.145], [-1.340, 0.233, -3.242], [-2.029, 0.217, -4.564], [-2.468, -0.989, -5.103], [-3.110, -1.014, -6.332], [-3.316, 0.165, -7.035], [-2.877, 1.370, -6.505], [-2.237, 1.395, -5.275], [-0.039, -0.258, -3.185], [0.726, -0.397, -2.059], [1.922, -0.931, -2.437], [2.969, -1.315, -1.600], [4.139, -1.985, -2.240], [5.322, -1.297, -2.482], [6.398, -1.943, -3.076], [6.295, -3.281, -3.430], [5.115, -3.971, -3.191], [4.039, -3.327, -2.599], [2.991, -1.185, -0.213], [4.094, -1.556, 0.633], [3.744, -1.259, 1.906], [2.421, -0.693, 1.864], [1.997, -0.666, 0.564], [1.737, -0.169, 2.956], [0.540, 0.551, 2.869], [-0.130, 1.175, 3.981], [-1.249, 1.754, 3.490], [-1.287, 1.470, 2.078], [-0.171, 0.765, 1.729], [2.345, -0.367, 4.302], [2.924, 0.697, 4.989], [3.494, 0.496, 6.238], [3.491, -0.768, 6.811], [2.915, -1.832, 6.131], [2.346, -1.633, 4.882], [1.939, -1.073, -3.869], [0.733, -0.669, -4.328], [-1.548, 0.833, -0.873], [-6.411, 4.542, 3.434], [-6.645, 2.119, 3.001], [-4.769, 0.854, 1.998], [-2.416, 4.416, 1.887], [-4.294, 5.693, 2.879], [-4.479, 2.351, -0.601], [-3.954, 1.443, -3.068], [-2.304, -1.907, -4.551], [-3.449, -1.957, -6.741], [-3.815, 0.144, -7.995], [-3.029, 2.292, -7.053], [-1.884, 2.334, -4.864], [5.396, -0.251, -2.206], [7.315, -1.400, -3.263], [7.134, -3.784, -3.893], [5.030, -5.014, -3.467], [3.111, -3.855, -2.409], [5.024, -1.972, 0.282], [4.333, -1.378, 2.800], [0.218, 1.166, 5.001], [-1.995, 2.314, 4.029], [2.932, 1.680, 4.535], [3.947, 1.329, 6.761], [3.937, -0.923, 7.784], [2.908, -2.819, 6.573], [1.891, -2.460, 4.349], [2.779, -1.431, -4.440], [0.392, -0.628, -5.349], [-0.487, -4.725, -1.377], [-0.205, -3.917, -0.516], [0.449, -2.811, -0.709], [-0.516, -4.198, 0.941], [-0.013, -5.352, 1.524], [-0.207, -5.610, 2.873], [-0.922, -4.711, 3.652], [-1.443, -3.561, 3.079], [-1.250, -3.302, 1.724], [-2.060, -1.876, 1.042], [0.530, -6.050, 0.901], [0.194, -6.513, 3.314], [-1.077, -4.903, 4.706], [-2.006, -2.856, 3.677], [1.505, 2.842, -0.444], [0.326, 3.948, -0.709], [-0.622, 3.899, -1.665], [-1.731, 4.830, -1.548], [-1.154, 6.057, -0.855], [0.103, 5.391, 0.276], [-0.719, 3.026, -2.164], [-2.540, 4.393, -0.954], [-2.121, 5.075, -2.536], [-1.914, 6.594, -0.291], [-0.683, 6.738, -1.563]],
  "mulliken_charge": [1.841, -0.464, -0.875, 0.187, -0.843, 0.180, -0.886, 1.939, -0.095, -1.243, -1.740, 0.410, 0.874, -0.980, -0.021, -0.790, -0.445, -0.892, 0.250, 0.530, 0.533, 0.250, 0.978, -0.779, 0.248, -0.786, -0.391, -0.844, 0.181, 0.292, -1.622, -1.492, -0.035, 0.525, 1.794, 0.425, -1.647, -1.613, -0.229, 0.554, -1.139, 0.059, -0.807, -0.413, -0.820, 0.020, -1.480, -1.599, 0.533, 0.391, 0.424, 0.499, 0.493, 0.422, 0.663, 0.655, 0.509, 0.403, 0.388, 0.403, 0.462, 0.458, 0.391, 0.371, 0.406, 0.567, 0.576, 0.556, 0.584, 0.589, 0.486, 0.390, 0.384, 0.408, 0.551, 0.550, 0.593, -0.653, -0.147, -0.474, 0.582, -0.650, -0.585, -0.713, -0.688, 0.782, -0.536, 0.468, 0.409, 0.414, 0.433, -0.271, 0.427, -0.132, -0.216, -0.721, -0.157, 0.038, -0.012, 0.366, 0.412, 0.419]
}


Entry 3:
{
  "formula": "C20H29N3O3S",
  "method": "wB97M-V/def2-TZVPD",
  "largest_force_ev_per_a": 0.088,
  "smiles": "CC[C@@H](CC(=O)N(C)[C@@H]1CN(C(=O)/C=C/c2cc(C)no2)CC12CC2)SC",
  "mol_weight_g_mol": 391.54,
  "e_tot_ev": -42657.3960,
  "lumo_ev": -0.09,
  "relative_energy_kcal_mol": 60.4,
  "species": ["C", "C", "C", "C", "C", "O", "N", "C", "C", "C", "N", "C", "O", "C", "C", "C", "C", "C", "C", "N", "O", "C", "C", "C", "C", "S", "C", "H", "H", "H", "H", "H", "H", "H", "H", "H", "H", "H", "H", "H", "H", "H", "H", "H", "H", "H", "H", "H", "H", "H", "H", "H", "H", "H", "H", "H"],
  "xyz": [[-5.729, -0.805, -3.823], [-4.582, -0.052, -3.162], [-3.235, -0.759, -3.324], [-2.023, 0.148, -3.068], [-2.019, 0.761, -1.677], [-2.821, 1.652, -1.430], [-1.088, 0.363, -0.756], [-0.341, -0.881, -0.819], [-1.152, 1.009, 0.557], [0.234, 1.283, 1.144], [0.475, 0.171, 2.063], [1.661, -0.233, 2.574], [1.740, -1.220, 3.294], [2.860, 0.581, 2.220], [4.059, 0.177, 2.630], [5.294, 0.884, 2.356], [6.579, 0.630, 2.707], [7.313, 1.700, 2.125], [8.785, 1.953, 2.177], [6.522, 2.518, 1.487], [5.243, 2.009, 1.627], [-0.738, -0.571, 2.397], [-1.823, 0.155, 1.625], [-3.036, 0.692, 2.334], [-3.162, -0.462, 1.377], [-3.223, -2.239, -2.259], [-2.044, -3.269, -3.151], [-6.667, -0.263, -3.700], [-5.552, -0.923, -4.895], [-5.854, -1.798, -3.393], [-4.491, 0.948, -3.592], [-4.788, 0.109, -2.102], [-3.162, -1.121, -4.354], [-1.104, -0.382, -3.306], [-2.089, 1.000, -3.750], [-0.282, -1.253, -1.834], [0.677, -0.725, -0.458], [-0.818, -1.653, -0.211], [-1.698, 1.933, 0.400], [0.990, 1.334, 0.361], [0.229, 2.237, 1.678], [2.754, 1.494, 1.650], [4.130, -0.735, 3.210], [6.951, -0.193, 3.291], [9.284, 1.179, 2.755], [9.207, 1.962, 1.173], [8.992, 2.918, 2.636], [-0.623, -1.617, 2.100], [-0.906, -0.561, 3.476], [-3.127, 0.486, 3.392], [-3.421, 1.651, 2.015], [-3.623, -0.275, 0.417], [-3.342, -1.447, 1.787], [-1.949, -4.202, -2.598], [-2.407, -3.491, -4.154], [-1.058, -2.808, -3.217]],
  "nbo_charge": [-0.609, -0.414, -0.306, -0.503, 0.701, -0.650, -0.440, -0.408, -0.048, -0.225, -0.420, 0.637, -0.633, -0.273, -0.165, 0.274, -0.329, 0.151, -0.643, -0.123, -0.284, -0.199, -0.088, -0.403, -0.402, 0.185, -0.746, 0.214, 0.197, 0.215, 0.217, 0.217, 0.212, 0.209, 0.240, 0.209, 0.201, 0.205, 0.261, 0.213, 0.207, 0.218, 0.245, 0.235, 0.221, 0.236, 0.236, 0.207, 0.213, 0.213, 0.221, 0.230, 0.217, 0.235, 0.217, 0.202]
}


Entry 4:
{
  "formula": "C4H5NO",
  "method": "wB97M-V/def2-TZVPD",
  "largest_force_ev_per_a": 0.271,
  "smiles": "Cc1cocn1",
  "mol_weight_g_mol": 83.09,
  "e_tot_ev": -7766.1841,
  "lumo_ev": 1.06,
  "relative_energy_kcal_mol": 7.9,
  "species": ["C", "C", "C", "O", "C", "N", "H", "H", "H", "H", "H"],
  "xyz": [[-1.660, -0.336, -0.065], [-0.192, -0.062, -0.017], [0.467, 1.078, 0.294], [1.808, 0.842, 0.190], [1.885, -0.449, -0.176], [0.750, -1.042, -0.321], [-1.858, -1.368, 0.238], [-2.055, -0.205, -1.078], [-2.208, 0.335, 0.603], [0.172, 2.068, 0.603], [2.877, -0.864, -0.284]],
  "nbo_charge": [-0.638, 0.072, 0.030, -0.407, 0.325, -0.461, 0.232, 0.225, 0.220, 0.210, 0.192]
}


Entry 5:
{
  "formula": "C20H45Cl4Cu3NO12P2",
  "method": "wB97M-V/def2-TZVPD",
  "largest_force_ev_per_a": 1.377,
  "mol_weight_g_mol": 885.97,
  "e_tot_ev": -250117.6279,
  "lumo_ev": -4.38,
  "total_charge": 1,
  "species": ["Cu", "Cu", "Cu", "C", "O", "O", "O", "C", "O", "N", "C", "C", "H", "H", "H", "H", "H", "H", "H", "Cl", "C", "C", "Cl", "H", "H", "H", "H", "Cl", "C", "C", "Cl", "H", "H", "H", "H", "C", "C", "O", "P", "O", "O", "C", "C", "O", "C", "C", "H", "H", "H", "H", "H", "H", "H", "H", "H", "H", "H", "H", "H", "H", "H", "C", "C", "O", "P", "O", "O", "C", "C", "O", "C", "C", "H", "H", "H", "H", "H", "H", "H", "H", "H", "H", "H", "H", "H", "H", "H"],
  "xyz": [[-1.486, 0.682, 0.808], [-1.330, -3.318, -0.581], [2.639, -1.958, 0.519], [0.091, -1.232, 0.076], [-1.190, -1.184, -0.109], [0.713, -0.221, 0.527], [0.652, -2.377, -0.152], [2.560, -5.336, -4.635], [2.642, -6.326, -5.311], [2.210, -5.321, -3.319], [2.102, -4.083, -2.557], [1.878, -6.539, -2.621], [2.820, -4.325, -4.999], [2.163, -3.240, -3.247], [2.958, -4.028, -1.878], [1.132, -4.053, -2.069], [0.798, -6.574, -2.438], [2.205, -7.392, -3.207], [2.381, -6.598, -1.651], [1.888, 0.609, -4.095], [0.785, -0.576, -3.343], [-0.600, -0.015, -3.215], [-1.353, 0.166, -4.831], [1.272, -0.804, -2.393], [0.802, -1.529, -3.871], [-0.571, 0.968, -2.760], [-1.282, -0.648, -2.659], [1.082, 4.427, -1.216], [1.429, 2.819, -0.528], [2.699, 2.246, -1.110], [4.161, 3.134, -0.578], [0.579, 2.195, -0.793], [1.543, 2.861, 0.554], [2.698, 2.269, -2.194], [2.860, 1.230, -0.756], [3.475, -0.822, 6.637], [3.413, -1.949, 5.637], [2.150, -1.926, 4.914], [1.983, -1.225, 3.543], [3.056, -1.499, 2.561], [0.565, -1.698, 3.078], [-0.593, -1.465, 3.882], [-1.766, -2.221, 3.320], [1.866, 0.294, 3.919], [2.137, 1.324, 2.942], [3.525, 1.876, 3.126], [2.537, -0.741, 7.186], [4.274, -1.008, 7.353], [3.647, 0.120, 6.119], [4.213, -1.879, 4.896], [3.494, -2.935, 6.088], [-0.416, -1.670, 4.940], [-0.819, -0.389, 3.870], [-1.839, -2.001, 2.248], [-1.573, -3.296, 3.362], [-2.688, -1.961, 3.830], [2.018, 0.913, 1.936], [1.393, 2.108, 3.079], [3.707, 2.782, 2.547], [3.671, 2.149, 4.175], [4.305, 1.159, 2.871], [-2.606, 4.952, -4.255], [-2.233, 4.144, -3.024], [-3.190, 3.058, -2.882], [-3.352, 2.334, -1.525], [-2.090, 1.765, -0.993], [-4.017, 3.411, -0.585], [-3.576, 3.572, 0.768], [-2.453, 4.572, 0.888], [-4.483, 1.310, -1.818], [-4.354, -0.101, -1.566], [-5.731, -0.707, -1.458], [-3.535, 5.489, -4.065], [-1.828, 5.708, -4.381], [-2.698, 4.346, -5.151], [-1.243, 3.703, -3.133], [-2.282, 4.819, -2.168], [-4.436, 3.925, 1.337], [-3.288, 2.630, 1.252], [-1.490, 4.221, 0.503], [-2.644, 5.527, 0.399], [-2.262, 4.798, 1.943], [-3.853, -0.571, -2.417], [-3.736, -0.261, -0.679], [-6.455, -0.148, -0.867], [-6.162, -0.735, -2.462], [-5.670, -1.728, -1.084]],
  "mulliken_charge": [0.042, 0.284, 0.154, 2.001, -0.213, -0.047, -1.221, 0.176, -0.551, 0.086, -0.439, -0.951, 0.298, -0.023, 0.254, 0.153, 0.280, 0.343, 0.313, -0.190, 0.071, 0.723, -0.180, -0.369, 0.487, -0.468, -0.242, -0.180, 0.760, -0.068, -0.191, -0.651, 0.057, 0.320, -0.179, -0.957, -0.266, -0.352, 0.923, -0.768, -0.327, -0.143, -0.935, -0.192, 0.526, -1.402, 0.283, 0.408, 0.157, 0.273, 0.331, 0.442, 0.163, -0.106, 0.329, 0.385, -0.379, 0.382, 0.407, 0.357, 0.291, -1.519, 0.419, -0.272, -0.636, 1.351, -0.271, 0.093, -0.971, -0.400, 0.686, -1.457, 0.350, 0.413, 0.356, 0.109, 0.110, 0.445, -0.064, 0.028, 0.320, 0.418, 0.150, -0.209, 0.362, 0.339, 0.379]
}